DFT (the ωB97M-V functional and the def2-TZVPD basis) results for 8 unconnected molecules or ions with the total composition C6H30N2O7.

Output
**SMILES**: CCNCCCCN.O.O.O.O.O.O.O
**LUMO energy**: 0.21 eV
**Frontier orbital gap**: 8.97 eV

```
! wB97M-V def2-TZVPD RIJCOSX def2/J DEFGRID3
* xyz 0 1
C 0.6007 2.6316 0.7102
O -3.7881 -0.8193 -1.8189
O 3.1130 0.4378 -2.5243
H -0.3689 4.4040 -0.0105
H -3.6275 2.3886 -0.7620
H -0.8802 1.0530 -3.3924
H 1.4886 4.5256 0.1976
C 0.9302 -0.7675 0.4980
H 0.4909 -1.2378 -1.4512
O -1.1393 0.4438 -2.6951
H 2.9014 -0.4968 -2.5558
H 2.1374 -2.0054 3.1896
H 1.4095 -0.9672 1.4403
H -2.0451 0.7003 -2.4765
H 0.9267 2.1819 -0.2336
O -2.0556 -3.0378 -0.4485
H 3.6813 -1.5684 1.3948
H -1.6982 0.6504 2.1930
H 0.8645 -3.2208 0.6102
H 2.6651 0.8203 -3.2848
N 0.6919 -3.0850 -0.3773
C 0.5315 4.1408 0.5379
H -3.8266 -1.3499 -2.6227
H -3.8611 -1.4776 -1.1186
H 0.0604 0.8805 2.5118
C -0.5445 -0.3916 0.8396
H -4.0013 1.1390 -1.5864
O -3.6945 2.0518 -1.6586
H 1.2636 -3.7353 -0.9008
C 1.1326 -1.6828 -0.6864
H 2.1784 -1.7665 -0.9906
H -1.0405 -0.2796 -0.1307
H -2.1360 -2.1201 -0.7209
N -0.7410 2.1683 1.1788
H -1.1342 -3.2206 -0.7698
H -1.2910 2.2354 0.3291
H 0.3187 4.5974 1.5106
C -0.7149 0.8168 1.7455
O 3.4602 -0.9287 2.0551
H 1.2988 0.2064 0.1782
H -0.9989 -1.2933 1.2652
H 0.5828 -1.8185 3.2462
H 1.2979 2.2279 1.4491
O 1.3129 -2.3731 3.5288
H 4.2488 -1.0579 2.6068
*
```



DFT (the ωB97M-V functional and the def2-TZVPD basis) results for C4H6N2O in the gas phase.

Output
**SMILES**: [H]/N=C(\C#N)OCC
**LUMO energy**: 0.09 eV
**Frontier orbital gap**: 10.20 eV

```
! wB97M-V def2-TZVPD RIJCOSX def2/J DEFGRID3
* xyz 0 1
H 1.5273 -1.5619 -0.9414
H 2.0503 0.4569 0.7484
H -0.1587 -1.7874 -1.0961
N -0.7684 0.1472 -1.5437
N -2.5173 1.4547 1.2210
C -1.6991 1.2475 0.4289
O 0.5643 1.3502 -0.2784
H 0.4454 -1.9439 0.4877
C -0.6992 0.9784 -0.6033
C 0.6225 -1.3449 -0.3935
H 0.4018 0.1235 1.3756
H -1.6318 -0.3743 -1.6154
C 0.9977 0.2157 0.4559
*
```



DFT (the ωB97M-V functional and the def2-TZVPD basis) results for a molecular structure, C50H51Cl2N5OP2Tl.

Output
**LUMO energy**: -9.70 eV
**Frontier orbital gap**: 4.42 eV

```
! wB97M-V def2-TZVPD RIJCOSX def2/J DEFGRID3
* xyz 3 1
H -4.5592 2.6639 -5.5764
H 0.8922 -0.7355 2.8946
H 0.3212 -7.0506 3.5028
H 3.7012 1.3442 5.3562
C -3.3511 -4.2333 -1.8500
H -2.1857 0.9081 -2.1296
H -0.1819 -2.8843 -4.4750
C 5.7138 -2.9718 0.8437
N -4.0288 0.6718 -5.3024
C 2.8326 1.3572 4.7108
H 1.0899 3.7475 -1.8575
H -2.0566 -6.8318 2.8653
C 7.8121 -3.4604 1.3035
C 1.0594 2.5831 3.6391
H -5.7442 -0.3605 -4.7802
C 1.7557 2.9917 -1.4591
N -0.9247 -0.7352 -2.0220
C -2.6386 -2.6753 -0.1502
C 3.0777 -0.2991 0.7519
H -1.7686 -4.6216 -0.4633
C 9.7541 -4.7515 1.6027
C -0.3724 -1.7834 -2.6561
H -1.5251 2.5703 -0.4090
H -1.2240 -1.1995 3.9032
H 2.5295 3.4716 4.9159
C 2.1766 2.5550 4.4623
H 9.6442 -2.6932 2.1972
H -2.7085 5.8012 3.1400
H 0.3170 -2.3997 -2.0953
H -1.7134 -1.3591 -5.7190
H -2.4786 4.7620 -1.0098
P -0.9544 1.3235 2.1451
H 2.8936 -0.7558 4.3291
H 3.4299 -4.0311 0.0535
Cl 1.4337 1.4546 -2.2893
C -3.9752 1.8773 -7.4809
H -4.9716 -3.5919 -3.0985
H 1.0503 -3.0490 2.1972
C -4.8738 -1.3752 -6.4591
H -1.7742 3.6213 3.7606
C -4.3929 -2.0712 -1.6965
C -1.3767 -6.0046 2.7110
C -2.0981 -0.1304 -4.0000
H -2.8480 -0.9863 4.4910
H -4.0428 0.9594 -8.0652
H 5.1184 -0.2762 1.3096
H -5.1271 -1.3531 -2.0395
C -4.6487 1.7275 -6.1243
C -2.8760 0.9695 -4.6918
H 9.6302 -6.8042 0.9498
C 9.0894 -5.8725 1.0461
H -3.2796 -5.2078 -2.3152
C -2.6588 5.4124 1.0294
C -2.2094 -0.8162 3.6241
C -2.7929 -1.5647 2.4312
C 0.3695 -3.8799 2.3313
C -1.7714 0.0681 -2.6740
Tl -0.0377 -0.0946 -0.0272
C -1.8456 -4.8275 2.1545
C 2.3791 0.1766 4.1341
C -2.3164 4.5101 0.0301
Cl 1.4485 2.8136 0.2814
C -0.6545 -2.0480 -3.9793
C 2.1588 -2.3143 0.0605
H -3.1001 6.3652 0.7678
C 3.3418 -2.9709 0.2477
N 6.8845 -2.4459 1.3325
C -1.7713 3.2842 0.3719
H 1.2823 -2.8461 -0.2878
C 0.8332 -5.0631 2.8902
C -1.5161 -1.1998 -4.6656
C -2.5113 -3.9072 -0.7943
C -3.5580 -1.7453 -0.6403
H -2.8902 -4.7450 1.8788
P -1.5653 -2.2153 1.2417
C -0.9664 -3.7581 1.9523
C 4.3024 -0.8904 0.9542
N 5.8246 -4.2356 0.5133
H 10.7806 -4.8605 1.9258
C 0.5795 1.3946 3.0882
H 2.9296 0.7526 0.9505
C -2.4489 5.0927 2.3646
H -2.9261 2.1452 -7.3578
C 7.1296 -4.5695 0.7783
H -3.1469 1.0371 3.0436
C -4.2997 -3.3225 -2.2935
H -4.2412 -1.1988 -4.4039
H -4.4619 2.6739 -8.0432
H 1.8708 -5.1523 3.1847
O -2.3637 2.0803 -4.6516
C 9.1362 -3.5347 1.7453
C -4.7456 -0.5956 -5.1580
C 7.7902 -5.7983 0.6212
H -3.6391 -0.7574 -0.1965
C -1.5550 2.9551 1.7115
H -5.3793 -2.3228 -6.2699
C -1.9082 3.8653 2.7134
C 4.4664 -2.2567 0.6939
C -2.1660 0.6870 3.3718
H -3.3390 -2.4518 2.7590
H 7.0580 -1.5091 1.6508
H -5.4667 -0.8285 -7.1916
H -3.8976 -1.5861 -6.8991
C -0.0386 -6.1252 3.0730
C 1.2546 0.1927 3.3260
H 0.5671 3.5247 3.4340
H -3.4951 -0.9338 1.8863
N 2.0144 -0.9917 0.3078
H -5.7044 1.4843 -6.2342
H 7.2879 -6.6395 0.1641
H -1.8954 1.2230 4.2858
H 2.7974 3.2522 -1.5991
*
```



DFT (the ωB97M-V functional and the def2-TZVPD basis) results for a molecular structure, C15H17NS2Ti.

Output
**LUMO energy (spin up / spin down)**: -0.50 / -0.78 eV
**Frontier orbital gap (spin up / spin down)**: 6.69 / 7.51 eV
**Expectation value of S²**: 2.009

```
! wB97M-V def2-TZVPD RIJCOSX def2/J DEFGRID3
* xyz 0 3
H -3.2310 0.1126 -2.3740
C 0.8896 0.8968 -2.8020
H 0.5663 1.3623 -3.7436
C -0.1136 1.2439 -1.7729
H 0.8932 -2.5284 -2.3652
H 2.3230 0.4590 1.8797
N -0.2443 -0.3190 2.0438
C -2.3054 0.4533 -2.8531
H 1.0390 -2.0397 2.1647
C 2.5362 1.0038 3.9591
C 1.3405 -0.5437 -3.0464
H 3.6042 1.1095 3.9270
S -2.6362 -1.3942 1.3279
C 0.3835 -1.6364 -2.7883
C 0.5429 0.9055 5.2672
H -1.3740 -0.3897 -4.5892
Ti -0.5317 -2.2533 1.8773
S -1.8317 -0.1057 4.0359
H 1.7823 1.4379 -2.4793
H 2.4967 1.2912 6.1115
H 0.0621 0.8216 6.2167
H 1.7644 -0.5777 -4.0688
H -2.6722 -1.2810 -4.0302
H -2.5731 1.2539 -3.5656
H 2.2035 -0.7459 -2.4001
C -1.5896 -0.5430 2.3327
C -1.4457 1.0653 -1.7864
C 0.4661 0.4573 2.9289
C 1.9131 1.1145 5.2011
H -2.0487 1.4636 -0.9858
C -0.2188 0.6335 4.1304
H -1.3947 -2.7268 -2.9248
C -0.9082 -1.7492 -3.0857
C -1.7941 -0.7256 -3.6609
H 0.2762 1.8114 -0.8967
C 1.8303 0.6621 2.8149
*
```



Here are the calculated relative energy (zero: lowest compared OMol25 entry of this formula, charge and spin) numbers, same order: 51.15, 105.00, 7.33, 13.52 (kcal per mole).
Here are the calculated largest force on an atom numbers, same order: 2.29, 2.04, 1.80, 3.52 (eV/Å).